{"formula": "C36H61ClN2O16", "method": "ωB97M-V/def2-TZVPD", "elements": ["C", "C", "C", "C", "C", "N", "C", "C", "Cl", "C", "C", "C", "C", "C", "C", "C", "C", "C", "C", "C", "C", "O", "C", "C", "O", "N", "C", "C", "O", "C", "O", "H", "H", "H", "H", "H", "H", "H", "H", "H", "H", "H", "H", "H", "H", "H", "H", "H", "H", "H", "H", "H", "H", "H", "H", "H", "H", "H", "H", "H", "H", "H", "H", "H", "H", "H", "H", "H", "C", "O", "C", "O", "O", "C", "H", "H", "H", "H", "H", "H", "C", "O", "C", "O", "O", "C", "H", "H", "H", "H", "H", "H", "C", "O", "C", "O", "O", "C", "H", "H", "H", "H", "H", "H", "C", "O", "C", "O", "O", "C", "H", "H", "H", "H", "H", "H"], "xyz": [[3.20866, -2.47970, 2.32713], [4.41800, -1.58097, 1.69388], [3.83332, -0.56784, 0.57481], [3.22697, 0.80012, 1.07593], [3.19279, 1.15137, 2.63258], [3.56876, 2.54762, 2.97595], [4.81133, 3.00389, 2.29810], [2.65132, 1.71614, -0.05564], [1.85276, 3.32937, 0.34582], [2.69906, 1.34334, -1.54897], [3.30908, -0.01721, -1.98019], [3.86445, -1.00303, -0.91649], [4.43390, -2.39538, -1.46508], [3.30446, -3.40865, -1.97753], [2.11653, -3.68332, -0.93135], [0.64931, -3.73880, -1.59254], [0.10699, -2.33233, -2.14082], [0.10960, -1.13922, -1.06857], [-1.35937, -0.73144, -0.52781], [-2.02208, 0.49998, -1.33708], [-2.35527, 1.77880, -0.38195], [-3.62256, 2.36258, -0.76938], [-4.58990, 2.35327, 0.30647], [3.21610, -0.11693, -3.56488], [3.38840, -1.08017, -4.33436], [2.87768, 1.29131, -3.91605], [4.09837, 1.88280, -4.54264], [5.22374, 2.36094, -3.50676], [6.06787, 3.39448, -4.11999], [2.21175, 2.09963, -2.86274], [1.50126, 3.11259, -2.97014], [3.44880, -2.66173, 3.44008], [2.25922, -1.85271, 2.24731], [3.05632, -3.45894, 1.76709], [5.01158, -1.02364, 2.49678], [5.14946, -2.34353, 1.23769], [3.80781, 0.45922, 3.29469], [2.09425, 1.02068, 2.97075], [2.79119, 3.20870, 2.87740], [5.71875, 2.39126, 2.66071], [5.01078, 4.07762, 2.68081], [4.74288, 3.08621, 1.16197], [5.14815, -2.92337, -0.74928], [5.06940, -2.12462, -2.39356], [2.82135, -3.10832, -2.97468], [3.82085, -4.42207, -2.18886], [2.15657, -2.93484, -0.07342], [2.31387, -4.72824, -0.47737], [-0.06984, -4.18584, -0.81812], [0.66325, -4.45923, -2.49853], [0.72865, -2.07740, -3.08284], [-0.98204, -2.46834, -2.50756], [0.50761, -0.19702, -1.60640], [0.75843, -1.32923, -0.15134], [-2.07866, -1.61648, -0.50917], [-1.21092, -0.34665, 0.55296], [-1.35965, 0.88942, -2.18216], [-3.03837, 0.22205, -1.81192], [-2.26623, 1.52156, 0.72714], [-1.54168, 2.57566, -0.58840], [-4.37042, 1.61046, 1.14259], [-5.59526, 2.03837, -0.15808], [-4.74950, 3.40684, 0.73494], [4.57760, 1.06035, -5.19689], [3.86346, 2.75419, -5.24316], [5.93660, 1.50604, -3.20520], [4.82571, 2.80601, -2.53411], [6.43041, 3.91395, -3.36609], [-8.93925, 1.69068, 4.77953], [-8.43126, 1.78868, 3.44916], [-8.83563, 2.88349, 2.78630], [-9.56195, 3.74442, 3.21838], [-8.28997, 2.85272, 1.55872], [-8.63629, 3.96493, 0.73541], [-8.54924, 0.77159, 5.21805], [-8.59978, 2.53411, 5.38504], [-10.02998, 1.63458, 4.77236], [-8.28450, 4.89848, 1.18047], [-9.71496, 3.99924, 0.56732], [-8.14099, 3.83370, -0.22726], [-8.82298, 6.67226, 4.05630], [-8.26421, 7.47314, 5.09788], [-8.11877, 6.83127, 6.26803], [-8.41286, 5.68166, 6.48806], [-7.58784, 7.69315, 7.15207], [-7.37600, 7.14226, 8.45028], [-8.89404, 7.29092, 3.16076], [-8.17712, 5.82039, 3.83669], [-9.82658, 6.33644, 4.32413], [-6.67158, 6.30871, 8.40507], [-8.32236, 6.82466, 8.89353], [-6.94604, 7.92381, 9.07763], [8.19633, -3.55149, -8.42203], [6.77574, -3.54782, -8.54545], [6.13019, -3.07218, -7.46652], [6.64654, -2.66896, -6.45276], [4.81234, -3.12433, -7.71422], [3.99612, -2.64561, -6.64405], [8.61004, -3.95390, -9.34728], [8.57424, -2.53563, -8.28746], [8.50986, -4.19293, -7.59542], [4.20645, -1.59561, -6.43937], [4.14255, -3.25092, -5.74704], [2.95401, -2.73410, -6.95327], [2.14859, -6.82487, 2.75188], [0.86660, -7.44231, 2.84733], [-0.13027, -6.72871, 2.29813], [-0.01896, -5.65583, 1.75755], [-1.27157, -7.41817, 2.45606], [-2.42368, -6.77346, 1.91528], [2.87346, -7.48722, 3.22610], [2.43504, -6.69083, 1.70623], [2.15638, -5.86876, 3.28031], [-2.31860, -6.63751, 0.83662], [-2.59745, -5.81550, 2.41031], [-3.28347, -7.41830, 2.09968]], "forces_ev_per_a": [[0.471, 1.054, 0.391], [-0.404, -0.586, -0.767], [-0.513, 1.196, -1.180], [0.244, -1.499, -3.962], [-1.342, 0.531, -0.138], [0.609, -0.734, -0.691], [0.424, 1.448, 0.840], [0.778, -2.161, -0.803], [0.966, -2.065, -0.453], [1.004, -2.405, 2.161], [-0.403, 0.668, 3.334], [-1.255, 2.466, 0.059], [0.065, 0.687, -0.864], [-0.492, -0.719, -0.009], [0.062, -0.779, -0.090], [0.083, -0.014, -0.110], [-0.042, -0.278, -0.062], [-0.648, 0.700, -0.467], [0.460, 0.802, 0.115], [-0.821, 0.358, 0.327], [1.495, 0.135, -1.072], [0.322, -0.741, 1.975], [-1.461, 0.148, -0.333], [-0.230, -0.408, 1.507], [-0.522, 3.775, 2.608], [0.289, -0.244, -1.113], [1.249, 0.573, -1.193], [0.777, 0.066, 0.649], [-0.642, -0.359, 1.025], [0.161, 0.332, 1.518], [2.774, -3.673, -0.130], [-0.513, 0.080, -1.761], [1.079, -1.018, 0.274], [0.290, 1.363, 0.827], [-1.065, -0.678, -1.164], [-1.019, 1.491, 0.451], [-0.669, 0.664, -1.362], [1.665, 0.080, -0.521], [0.630, -0.549, -0.268], [-1.502, 0.700, -0.822], [-0.259, -1.662, -0.640], [0.213, -0.439, 1.340], [-1.187, 0.872, -0.724], [-0.932, -0.406, 1.470], [1.012, -0.008, 1.472], [-0.689, 1.657, 0.283], [-0.205, -0.938, -1.247], [-0.415, 1.655, -0.470], [0.984, 0.711, -1.047], [0.065, 0.993, 1.475], [-0.920, -0.165, 1.556], [1.724, 0.130, 0.512], [-0.473, -1.488, 1.071], [-0.618, 0.046, -1.405], [1.054, 1.081, 0.036], [-0.343, -0.817, -1.576], [-0.764, -0.752, 1.114], [1.653, 0.282, 0.754], [-0.514, 0.217, -1.431], [-1.213, -1.160, 0.405], [-0.027, 0.995, -1.115], [1.418, 0.464, 0.731], [0.447, -1.462, -0.466], [-0.943, 1.320, 0.966], [0.117, -1.117, 1.149], [-1.336, 0.937, -0.454], [-0.004, -0.767, -1.294], [-0.342, -0.551, -0.975], [-0.114, -0.063, 0.506], [-0.059, 0.327, -0.370], [0.092, -0.199, 0.015], [0.231, -0.303, -0.235], [-0.085, -0.077, 0.380], [-0.068, 0.287, -0.315], [0.086, 0.056, -0.306], [-0.182, 0.012, -0.122], [0.118, 0.168, -0.006], [-0.167, -0.086, 0.026], [0.102, 0.084, 0.158], [0.055, -0.211, 0.217], [-0.181, -0.204, -0.375], [0.137, -0.044, 0.506], [-0.015, 0.127, -0.173], [0.147, 0.409, -0.035], [-0.144, -0.167, -0.305], [0.087, -0.093, 0.400], [0.119, 0.164, 0.257], [-0.201, 0.010, 0.176], [0.221, -0.154, 0.024], [-0.204, -0.011, -0.021], [0.124, -0.114, -0.119], [-0.064, 0.076, -0.296], [0.410, -0.026, -0.033], [-0.240, 0.110, 0.247], [-0.260, -0.019, -0.085], [-0.126, -0.154, -0.371], [0.548, -0.125, -0.107], [-0.259, 0.177, 0.219], [-0.309, 0.019, 0.016], [-0.057, -0.128, 0.150], [-0.045, 0.200, 0.013], [0.090, -0.260, 0.041], [0.120, 0.200, -0.051], [0.209, -0.079, -0.200], [0.410, 0.126, 0.014], [-0.365, 0.141, -0.138], [-0.054, -0.159, 0.068], [-0.009, -0.341, 0.168], [0.446, 0.137, 0.010], [-0.415, 0.147, -0.152], [-0.296, -0.095, -0.005], [-0.105, 0.129, 0.103], [-0.053, -0.023, -0.192], [0.065, 0.126, 0.147], [0.121, -0.035, -0.163], [0.282, -0.101, 0.102]], "lowdin_charge": [-0.100, -0.192, -0.055, -0.087, -0.204, -0.163, -0.157, -0.412, 0.607, -0.070, 0.017, -0.041, -0.141, -0.181, -0.199, -0.197, -0.190, -0.190, -0.188, -0.149, -0.222, -0.232, -0.123, -0.274, 0.070, -0.010, -0.111, -0.207, -0.111, -0.307, 0.088, 0.083, 0.074, 0.058, 0.098, 0.096, 0.112, 0.139, 0.064, 0.097, 0.093, 0.062, 0.105, 0.123, 0.094, 0.119, 0.064, 0.107, 0.104, 0.118, 0.101, 0.116, 0.089, 0.093, 0.108, 0.100, 0.105, 0.118, 0.108, 0.121, 0.093, 0.092, 0.093, 0.139, 0.141, 0.132, 0.121, 0.093, -0.039, 0.001, -0.593, 0.115, -0.007, -0.042, 0.094, 0.097, 0.099, 0.092, 0.100, 0.093, -0.050, 0.001, -0.599, 0.119, -0.002, -0.050, 0.095, 0.082, 0.100, 0.097, 0.098, 0.093, -0.051, -0.003, -0.600, 0.119, 0.002, -0.056, 0.093, 0.098, 0.097, 0.074, 0.092, 0.099, -0.046, 0.002, -0.597, 0.112, 0.001, -0.045, 0.095, 0.092, 0.093, 0.098, 0.099, 0.094], "smiles": "CCc1c(CNC)c(Cl)c2c(c1CCCCCCCCCOC)C(=O)N(CCO)C2=O.COC(=O)OC.COC(=O)OC.COC(=O)OC.COC(=O)OC", "homo_energy_ha": -0.334, "gap_ev": 8.0, "multiplicity": 1, "max_force_ev_per_a": 4.62}